one) A structure of composition C26H34IrN2O4S3Si. Source: the OMol25 dataset; level of theory: the ωB97M-V functional and the def2-TZVPD basis.

Computed properties:
Total charge: -1

Last column: Mulliken charge in e.
Cartesian coordinates (Å):
1 Ir 0.76257 0.30452 -0.67820  3.462
2 S 1.09809 2.59977 -0.50061  -0.738
3 S 1.36069 0.18303 -2.86905  -0.492
4 S -2.08844 0.58358 -1.57567  1.329
5 Si 0.53553 -3.23065 -0.55721  0.541
6 O -1.40676 1.30565 -0.47269  -0.547
7 O -1.46115 -0.72164 -1.70595  -0.770
8 O -2.25114 1.33430 -2.79300  -0.706
9 O 0.96960 -1.70414 -0.23970  -0.804
10 N 2.96821 0.24250 -0.40591  0.503
11 N 0.90224 0.49899 1.67675  0.817
12 C 2.90134 0.97938 -2.72564  1.064
13 C -6.17899 -0.02171 0.33595  1.071
14 C 0.44429 2.83296 1.10801  1.061
15 C 0.08535 -0.57007 2.28404  -1.355
16 C 4.75112 2.19109 -3.70563  -0.539
17 C 3.22240 0.85721 0.91232  -1.245
18 C 3.54067 -1.12343 -0.46443  -1.430
19 C 3.56609 0.99518 -1.51136  -0.254
20 C -3.71584 0.28022 -0.94239  -0.266
21 C 2.32062 0.25625 1.95588  -1.209
22 C -3.93896 -0.81189 -0.11860  -0.044
23 C 0.43667 1.82381 2.06756  -0.495
24 C -1.30496 -3.53236 -0.68358  -1.134
25 C 3.51085 1.58919 -3.82587  -0.793
26 C 5.40716 2.20259 -2.47857  -0.944
27 C 1.31472 -3.91670 -2.11781  -1.216
28 C -0.09578 4.07445 1.45841  -0.827
29 C -4.72303 1.21472 -1.14878  -0.716
30 C -5.16749 -0.95901 0.51056  -0.813
31 C -7.49762 -0.15797 1.05235  -1.427
32 C 4.80735 1.60013 -1.38280  -0.540
33 C 1.16547 -4.31610 0.84608  -1.250
34 C -5.94395 1.05708 -0.51350  -0.620
35 C -0.03162 2.06949 3.35099  -0.520
36 C -0.53368 3.31608 3.69484  -0.881
37 C -0.57774 4.31718 2.73286  -0.634
38 H -3.14806 -1.53674 0.01924  0.169
39 H -6.72824 1.79062 -0.66939  0.351
40 H -0.14240 4.84218 0.69662  0.426
41 H -1.80767 -3.31194 0.26368  0.247
42 H 0.28340 -1.48654 1.73634  -0.041
43 H 0.74279 -4.01781 1.81030  0.325
44 H 3.29221 -1.55844 -1.42933  0.343
45 H -1.52794 -4.56890 -0.95587  0.465
46 H 0.97675 -4.93987 -2.30791  0.414
47 H 2.25555 -4.25184 0.92852  0.303
48 H -7.45798 -0.94916 1.80092  0.346
49 H -4.53131 2.05322 -1.80508  0.451
50 H 0.90831 -5.36603 0.67896  0.391
51 H -1.01068 5.28177 2.96900  0.364
52 H 5.20727 2.65787 -4.57018  0.366
53 H 6.37887 2.66775 -2.37520  0.388
54 H 2.44639 -0.82646 1.99139  0.589
55 H 5.31918 1.59742 -0.42881  0.317
56 H -8.30489 -0.39424 0.35518  0.301
57 H 2.98679 1.58464 -4.77336  0.444
58 H 0.32221 -0.71187 3.34588  0.470
59 H 2.60435 0.65713 2.93710  0.514
60 H 4.25982 0.69780 1.23005  0.651
61 H 1.04499 -3.30120 -2.97990  0.290
62 H 4.62711 -1.05147 -0.35025  0.342
63 H -7.76427 0.77248 1.55668  0.339
64 H 2.40669 -3.92909 -2.04891  0.299
65 H 3.04700 1.92543 0.81537  0.449
66 H -0.01641 1.27916 4.09095  0.345
67 H 3.10842 -1.75013 0.30365  0.378
68 H -5.33842 -1.81259 1.15770  0.301
69 H -0.90031 3.49304 4.69791  0.389
70 H -1.72756 -2.87376 -1.44082  0.220
71 H -0.96584 -0.30617 2.17988  0.416

two) A structure of composition C26H34IrN2O4S3Si. Source: the OMol25 dataset; level of theory: the ωB97M-V functional and the def2-TZVPD basis.

Computed properties:
Total charge: -1

Last column: Mulliken charge in e.
Cartesian coordinates (Å):
1 Ir -0.78410 -0.05570 -0.15987  3.130
2 S -0.97067 -1.91194 1.20523  -0.539
3 S 1.28588 -1.05458 -0.58373  -0.457
4 S -3.57395 -0.67190 -0.69064  1.673
5 Si -2.16221 2.90248 -1.59243  1.451
6 O -4.37014 -0.00603 -1.69406  -0.770
7 O -4.21727 -1.73669 0.03443  -0.801
8 O -2.88225 0.31510 0.20917  -0.714
9 O -1.06001 1.83235 -1.12521  -1.617
10 N 1.76427 1.92505 -1.24061  1.330
11 N 0.00880 0.96108 1.50904  0.426
12 C 2.94102 1.14451 -1.15524  -1.374
13 C 1.39549 2.60376 -0.01810  -0.899
14 C -0.24370 -2.65957 -3.14945  1.054
15 C -2.59100 2.73360 -3.42181  -1.451
16 C -0.96755 -3.39381 -2.18757  -0.690
17 C -1.50077 -0.69289 -2.53801  0.198
18 C -2.17183 -1.41198 -1.54067  -0.399
19 C 0.09004 -2.09387 3.70320  -0.791
20 C 0.91658 0.53165 3.79081  -0.397
21 C 4.20859 1.67824 -1.39334  -0.280
22 C -1.92083 -2.80026 -1.41079  -0.218
23 C -0.54328 -1.33288 -3.33590  -1.042
24 C 1.14180 -0.29130 4.88015  -1.045
25 C 5.34235 0.88542 -1.34183  -0.824
26 C 1.67618 2.77120 -2.40548  -0.966
27 C 1.27810 1.73894 1.23284  -0.942
28 C -1.52703 4.68474 -1.36316  -1.345
29 C -0.14262 -1.27297 2.59099  1.015
30 C 0.28834 0.04842 2.64696  -0.207
31 C -3.79491 2.93763 -0.65768  -1.396
32 C -1.04592 1.91858 1.95036  -0.962
33 C 0.72359 -1.61680 4.83040  -0.623
34 C 2.79670 -0.20567 -0.84800  1.312
35 C 0.86379 -3.31319 -3.92381  -1.583
36 C 3.95525 -0.99551 -0.77223  -0.930
37 C 5.20521 -0.46312 -1.02564  -0.655
38 H 3.84897 -2.04324 -0.51669  0.460
39 H -4.36151 2.02086 -0.81102  0.314
40 H -0.23909 -3.12462 3.65246  0.432
41 H -4.39542 3.78289 -1.01046  0.469
42 H -3.18630 1.83395 -3.59612  0.317
43 H 4.29324 2.73142 -1.63583  0.333
44 H 6.31886 1.31009 -1.53906  0.384
45 H 0.64223 3.07161 -2.53645  -0.167
46 H -3.64253 3.06494 0.41776  0.272
47 H 1.80807 -3.16161 -3.39503  0.227
48 H 0.96409 -2.87796 -4.91831  0.387
49 H 6.07877 -1.10237 -0.97312  0.353
50 H -1.69398 2.68394 -4.04657  0.345
51 H 2.17480 3.34537 0.25011  0.725
52 H 1.38654 2.43204 2.06846  0.350
53 H 1.23832 1.56180 3.85304  0.288
54 H -0.75392 -4.44835 -2.05763  0.350
55 H 0.70306 -4.38692 -4.02564  0.411
56 H 1.98017 2.20122 -3.28424  0.339
57 H -2.29835 5.38349 -1.70215  0.474
58 H 1.63974 0.10059 5.75734  0.385
59 H 0.89481 -2.27554 5.67297  0.370
60 H 0.46711 3.14117 -0.19815  -0.233
61 H -1.21767 2.62575 1.14370  -0.005
62 H -0.61504 4.91527 -1.91374  0.340
63 H 2.09602 1.02227 1.28479  0.546
64 H -0.01894 -0.75984 -4.09089  0.364
65 H -1.78564 0.32713 -2.74872  0.015
66 H -1.96137 1.36161 2.13399  0.331
67 H -1.33947 4.90334 -0.30630  0.293
68 H 2.30249 3.68042 -2.35389  0.337
69 H -3.17891 3.59657 -3.74983  0.421
70 H -2.50030 -3.36322 -0.69371  0.552
71 H -0.72210 2.42883 2.85948  0.554

Question: which arrangement is favored energetically? Ranking from most to least stable: two), one).